# C3H6O

2 unconnected molecules or ions with the total composition C3H6O in a non-equilibrium geometry (the ωB97M-V functional and the def2-TZVPD basis, OMol25).

Calculated values
Total charge: 0
Frontier orbital gap in eV: 9.219
Highest occupied orbital energy in eV: -8.73
SMILES: C=C.C=O

The geometry in XYZ format:
```
10
Properties=species:S:1:pos:R:3:nbo_charge:R:1
H 2.1409 -1.6429 -0.9667 0.21
H 0.9443 0.8773 0.5565 0.20
H 0.7590 -0.3886 -1.5985 0.20
C 1.7161 0.4932 -0.0791 -0.40
C 1.5591 -0.5592 -0.9122 -0.39
O -2.6189 0.3785 -0.4458 -0.50
H -2.8516 0.7664 1.5135 0.12
C -2.4341 0.0443 0.7448 0.24
H 2.6902 0.9249 0.1224 0.18
H -1.9050 -0.8939 1.0651 0.13
```

---

# C2H5NS

2 unconnected molecules or ions with the total composition C2H5NS in a non-equilibrium geometry (the ωB97M-V functional and the def2-TZVPD basis, OMol25).

Calculated values
Total charge: 0
Frontier orbital gap (spin up / spin down) in eV: 7.544 / 10.222
Highest occupied orbital energy (spin up / spin down) in eV: -7.55 / -10.02

The geometry in XYZ format:
```
9
Properties=species:S:1:pos:R:3:nbo_charge:R:1
H 2.1080 -0.1842 0.7675 0.22
H -0.7739 1.3895 0.5136 0.18
C -0.8635 0.5031 -0.0014 -0.32
C 1.7056 -0.5211 -0.0940 -0.75
H -3.4447 0.9751 0.2016 0.28
H 2.1824 -1.4943 -0.1862 0.24
S -0.0283 -0.9276 -0.1226 0.38
N -2.8784 0.1200 -0.1446 -0.44
H 1.9928 0.1395 -0.9340 0.23
```

---

# C8H8InO5

A molecular structure, C8H8InO5 in a non-equilibrium geometry (the ωB97M-V functional and the def2-TZVPD basis, OMol25).

Calculated values
Total charge: +3
Frontier orbital gap (spin up / spin down) in eV: 4.703 / 4.074
Highest occupied orbital energy (spin up / spin down) in eV: -21.36 / -21.36

The geometry in XYZ format:
```
22
Properties=species:S:1:pos:R:3:nbo_charge:R:1
C 0.4072 2.2264 -1.8023 0.51
O 4.3298 0.0080 -3.9358 -0.24
O 0.1397 3.2971 -1.4914 -0.26
H 0.8330 -1.8792 1.4553 0.29
H -1.2574 1.2759 0.1054 0.28
In 1.4448 -0.1536 -1.4812 1.30
O 0.1234 -3.5342 -1.3864 -0.27
H 1.1599 0.3863 3.1556 0.29
C 3.4169 -0.1289 -3.2575 0.52
C 0.3846 -2.4991 -1.7896 0.52
C -1.2283 0.4400 0.8447 -0.12
C -0.7976 0.8896 2.2502 -0.44
O -0.2672 -0.5204 0.3595 -0.27
H -0.3679 1.8916 2.1688 0.27
C -3.0660 -0.2606 -3.6376 0.42
O -4.1379 -0.1619 -4.0231 -0.41
C 0.3004 -0.1069 2.6749 -0.45
H 1.7347 -0.3769 1.1230 0.22
C 0.7367 -0.7919 1.3863 -0.14
H -2.2087 -0.0596 0.8993 0.36
H -0.0714 -0.8284 3.3972 0.29
H -1.6086 0.8868 2.9847 0.32
```

---

# C4H8OS

2 unconnected molecules or ions with the total composition C4H8OS in a non-equilibrium geometry (the ωB97M-V functional and the def2-TZVPD basis, OMol25).

Calculated values
Total charge: 0
Frontier orbital gap (spin up / spin down) in eV: 7.990 / 6.201
Highest occupied orbital energy (spin up / spin down) in eV: -8.65 / -7.98

The geometry in XYZ format:
```
14
Properties=species:S:1:pos:R:3:nbo_charge:R:1
H -1.9598 -0.3428 0.7107 0.23
H -0.0932 -1.7951 -1.8470 0.26
H -1.6215 -0.7801 -1.4403 0.23
H -0.6130 -0.5073 1.9329 0.26
C -0.5092 -0.8543 -1.4846 -0.73
S 0.7705 2.3441 1.1262 1.05
H 0.8942 -1.2339 0.1182 0.22
C -1.0361 -0.9065 0.8987 -0.72
H -1.1562 -1.9338 1.1211 0.25
H -0.0450 -0.1856 -2.2391 0.28
C -0.0689 -0.8300 -0.1552 0.13
H 2.4674 1.9775 -0.2015 0.17
O 1.1653 3.7174 1.1197 -0.94
C 1.8055 1.3302 0.3403 -0.69
```

---

# C10H13N3O2

2 unconnected molecules or ions with the total composition C10H13N3O2 in a non-equilibrium geometry (the ωB97M-V functional and the def2-TZVPD basis, OMol25).

Calculated values
Total charge: 0
Frontier orbital gap in eV: 9.602
Highest occupied orbital energy in eV: -8.87
SMILES: COc1ccc2c(C)nccc2n1.NO

The geometry in XYZ format:
```
28
Properties=species:S:1:pos:R:3:nbo_charge:R:1
C 0.5603 -0.5863 -0.2689 -0.20
H -4.3849 -1.0810 -0.4865 0.20
H 1.0408 1.4608 -0.9652 0.23
H -1.3381 2.0659 -1.1779 0.22
H 2.8535 0.1958 -1.7493 0.22
N 2.0980 -2.2784 0.0554 -0.45
H -5.3028 0.3679 0.1708 0.20
O -3.3201 0.7436 -0.3243 -0.48
H -4.0736 -0.4437 1.2030 0.20
C -1.0494 1.1098 -0.7649 -0.27
C -0.5022 -1.3623 0.1835 0.21
H 1.2071 -4.1217 0.5957 0.19
H 1.1987 1.7197 1.4985 0.47
N 1.9667 3.0738 0.4075 -0.55
C -4.3318 -0.1628 0.1514 -0.27
C -2.0873 0.2419 -0.2768 0.54
C -0.1992 -2.6652 0.6812 -0.26
C 1.0412 -3.0805 0.4915 0.02
H 2.3127 3.8150 0.9099 0.34
H 1.6670 3.5491 -0.4499 0.34
C 0.2417 0.7641 -0.6533 -0.12
H -0.9223 -3.3602 1.1466 0.23
C 1.8637 -1.0632 -0.3365 0.27
H 3.2386 0.6091 -0.0569 0.23
H 4.0013 -0.9354 -0.6773 0.25
N -1.7876 -0.9017 0.2001 -0.51
O 0.9185 2.5853 1.2668 -0.58
C 3.0895 -0.2592 -0.7743 -0.67
```

---

# C4H10N2O2

A gas-phase ion, C4H10N2O2 (charge -1) in a non-equilibrium geometry (the ωB97M-V functional and the def2-TZVPD basis, OMol25).

Calculated values
Multiplicity: 2
Total charge: -1
Frontier orbital gap (spin up / spin down) in eV: 4.078 / 7.448
Highest occupied orbital energy (spin up / spin down) in eV: 0.02 / -3.45

The geometry in XYZ format:
```
18
Properties=species:S:1:pos:R:3:lowdin_spin:R:1
C -0.5786 -0.1696 -0.4204 0.10
H -0.6532 -1.6343 -2.1208 0.00
O -0.6663 -2.6653 -0.4082 0.02
O -2.2384 0.5054 1.2497 0.34
N 0.4073 -0.0031 0.6780 0.02
C -0.2093 -1.4987 -1.1335 0.02
H 2.1741 0.5597 -0.2188 0.00
H -0.3272 0.6319 -1.1525 0.03
H -2.5819 -0.9770 -0.2419 0.04
N 1.1689 2.3196 0.2210 0.01
H -0.0844 0.0654 1.5594 0.00
H -0.3179 -2.5119 0.4845 0.01
H 0.5822 2.4426 -0.5850 0.00
C -1.9515 -0.2163 0.2258 0.41
H 0.8752 2.8593 1.0164 0.00
H 0.8820 -1.5671 -1.1895 0.00
H 2.0343 0.9153 1.4894 0.00
C 1.4846 0.9439 0.5464 0.01
```

---

# C6H12N2

2 unconnected molecules or ions with the total composition C6H12N2 in a non-equilibrium geometry (the ωB97M-V functional and the def2-TZVPD basis, OMol25).

Calculated values
Total charge: 0
Frontier orbital gap in eV: 9.393
Highest occupied orbital energy in eV: -8.53
SMILES: Cc1c[nH]cn1.CC

The geometry in XYZ format:
```
20
Properties=species:S:1:pos:R:3:nbo_charge:R:1
C 0.1447 -0.1651 -1.1223 0.11
C -1.5679 -0.5487 2.3887 -0.62
H -1.8756 -0.4449 -0.6282 0.22
C 1.7244 1.0493 -0.3237 0.17
H -1.6214 0.1921 -2.2244 0.23
H 2.9969 -0.7310 -0.0158 0.42
C -1.2383 -0.5458 -1.5177 -0.65
H -2.3801 -1.1181 2.8233 0.21
H 1.1569 -2.0617 -1.1706 0.22
H -2.5720 0.4547 0.6947 0.20
H -2.4709 1.4388 2.2129 0.20
H -1.1266 1.1899 1.2539 0.22
H -0.8354 -1.1213 1.7870 0.21
H -1.3085 -1.6134 -1.7002 0.22
H 2.4672 1.7748 -0.0585 0.20
C -2.0127 0.6504 1.5996 -0.62
N 2.2352 -0.2337 -0.4513 -0.54
N 0.4902 1.0924 -0.7152 -0.47
H -0.7851 -0.2795 3.1018 0.21
C 1.1825 -1.0430 -0.8374 -0.13
```